(1)
{"formula": "C3H5N2O2P", "method": "wB97M-V/def2-TZVPD", "species": ["C", "C", "C", "N", "N", "O", "O", "P", "H", "H", "H", "H", "H"], "positions_angstrom": [[1.554, -1.018, -0.095], [0.732, -0.726, -1.116], [0.917, -0.981, 1.172], [-0.233, -0.660, 1.443], [-0.912, 2.242, -0.208], [-2.730, -0.207, 0.251], [-0.583, -0.562, -1.081], [-1.308, 0.017, 0.271], [2.570, -1.272, -0.177], [1.018, -0.784, -2.117], [1.501, -1.440, 1.953], [-0.989, 2.760, 0.632], [-1.537, 2.632, -0.927]], "mulliken_charge": [-0.3267, -0.1626, 0.1175, -0.4711, -0.6336, -0.5599, -0.2901, 0.7179, 0.3954, 0.4231, 0.3606, 0.2162, 0.2131], "lumo_energy_ev": -0.43, "gap_ha": 0.32624, "de_lowest_kcal_mol": 0.0, "homo_ev": -9.31}

(2)
{"formula": "C29H15Cl2N2O4", "method": "wB97M-V/def2-TZVPD", "species": ["N", "C", "C", "C", "C", "N", "C", "O", "C", "Cl", "C", "Cl", "C", "O", "C", "C", "C", "C", "C", "C", "C", "C", "C", "C", "C", "C", "O", "C", "C", "C", "C", "C", "C", "C", "O", "C", "C", "H", "H", "H", "H", "H", "H", "H", "H", "H", "H", "H", "H", "H", "H", "H"], "positions_angstrom": [[4.373, 0.599, 2.803], [3.328, 0.082, 2.691], [2.070, -0.575, 2.608], [1.682, -1.196, 1.449], [2.716, -1.564, 0.551], [3.626, -1.963, -0.073], [0.433, -1.982, 1.396], [-0.027, -2.419, 0.340], [-0.262, -2.176, 2.698], [-1.665, -3.142, 2.647], [0.126, -1.523, 3.830], [-0.686, -1.708, 5.308], [1.186, -0.486, 3.778], [1.281, 0.430, 4.588], [3.297, 0.026, -3.166], [3.125, 1.256, -2.524], [2.127, 1.419, -1.566], [1.256, 0.355, -1.252], [0.125, 0.503, -0.333], [0.278, 1.394, 0.825], [-0.862, 1.599, 1.802], [-1.699, 0.543, 2.158], [-2.681, 0.693, 3.133], [-2.880, 1.952, 3.711], [-2.047, 3.022, 3.358], [-1.015, 2.837, 2.435], [1.351, 1.944, 1.091], [-1.217, 0.330, -0.897], [-1.456, -0.273, -2.278], [-0.894, 0.263, -3.436], [-1.227, -0.252, -4.692], [-2.218, -1.233, -4.802], [-2.871, -1.691, -3.647], [-2.500, -1.202, -2.395], [-2.257, 0.720, -0.346], [1.450, -0.879, -1.907], [2.460, -1.048, -2.847], [4.097, -0.108, -3.897], [3.776, 2.103, -2.751], [1.998, 2.370, -1.048], [-1.562, -0.421, 1.667], [-3.283, -0.172, 3.413], [-3.683, 2.088, 4.437], [-2.189, 4.006, 3.812], [-0.323, 3.641, 2.175], [-0.166, 1.070, -3.353], [-0.714, 0.114, -5.583], [-2.491, -1.640, -5.779], [-3.672, -2.431, -3.716], [-3.015, -1.535, -1.492], [0.794, -1.709, -1.631], [2.604, -2.032, -3.295]], "mulliken_charge": [-0.6197, -0.3334, 1.0680, 2.1377, -0.7133, -0.6588, -0.0518, -0.6793, 0.1727, -0.1082, 0.2521, -0.1531, 0.2135, -0.6394, -0.5155, -0.8408, -0.2436, -0.7458, 0.6641, 0.1584, 0.5743, 0.6358, -1.4009, -0.5086, -0.7072, -0.7999, -0.7029, 0.7830, 0.2762, 0.0099, -0.6639, -0.4501, -0.5144, -0.6639, -0.7327, 0.5726, -0.7820, 0.3744, 0.3694, 0.3915, 0.6121, 0.4323, 0.3584, 0.3552, 0.4214, 0.3905, 0.3845, 0.3525, 0.3484, 0.3686, 0.1962, 0.3552], "lumo_energy_ev": -0.04, "charge": -1, "gap_ha": 0.16196, "homo_ev": -4.44}

(3)
{"formula": "C4H5NO", "method": "wB97M-V/def2-TZVPD", "species": ["C", "C", "C", "C", "N", "O", "H", "H", "H", "H", "H"], "positions_angstrom": [[-0.568, 0.166, 0.333], [0.248, -0.706, -0.497], [-0.346, -0.958, -1.863], [0.234, 0.931, 1.481], [-1.675, 0.500, -0.105], [-0.118, -1.977, -1.064], [1.344, -0.551, -0.513], [-0.349, -0.791, -2.913], [-0.121, 0.733, 2.504], [0.033, 2.093, 1.310], [1.319, 0.560, 1.327]], "mulliken_charge": [0.7113, 0.1662, -0.4624, -0.8598, -0.5886, -0.3426, 0.2567, 0.3204, 0.2833, 0.2476, 0.2681], "lumo_energy_ev": [0.68, -0.24], "gap_ha": [0.37659, 0.27549], "de_lowest_kcal_mol": 142.0, "homo_ev": [-9.57, -7.73]}

M: 132.06; 526.36; 83.09 (u)